#w
The following is a quantum chemistry calculation of a cluster of 2 separate species, C4H12N2 in total, from OMol25.

Summary:
Frontier orbital gap, eV: 5.790

Geometry as ORCA input:
```
! wB97M-V def2-TZVPD RIJCOSX def2/J DEFGRID3
* xyz 2 1
C 0.03 -0.12 0.89
C -1.22 0.18 0.24
C -0.69 -0.56 -1.07
C 0.59 -0.43 -1.43
N 1.25 -1.47 -2.30
N -0.10 2.11 3.19
H 0.16 -1.14 1.24
H 0.82 0.62 0.92
H -2.16 -0.28 0.51
H -1.43 1.21 -0.07
H -1.50 -1.08 -1.58
H 1.22 0.43 -1.25
H 0.79 -1.56 -3.22
H 2.21 -1.18 -2.52
H 1.24 -2.39 -1.87
H -0.34 2.89 3.79
H -0.79 2.20 2.46
H -0.23 1.23 3.68
*
```

---

#x
The following is a quantum chemistry calculation of the ion C4H12N2 with charge +2, from OMol25.

Summary:
SMILES: [NH3+]/C=C/CC[NH3+]
Frontier orbital gap, eV: 11.423

Geometry as ORCA input:
```
! wB97M-V def2-TZVPD RIJCOSX def2/J DEFGRID3
* xyz 2 1
N -2.10 -1.07 -2.13
C -1.10 -0.33 -1.28
C -0.31 -0.91 -0.40
C 0.99 -0.32 0.15
C 0.82 0.27 1.57
N 1.48 1.65 1.69
H -2.00 -2.08 -2.00
H -3.07 -0.82 -1.89
H -1.89 -0.87 -3.10
H -1.04 0.66 -1.71
H -0.72 -1.64 0.30
H 1.27 0.50 -0.52
H 1.69 -1.15 0.09
H -0.22 0.37 1.86
H 1.41 -0.33 2.25
H 1.80 1.93 0.77
H 0.80 2.38 1.93
H 2.19 1.75 2.42
*
```

---

Which structure is the most stable? The one labeled #x.

---

#w
The following is a quantum chemistry calculation of a structure of composition C21H28N2O3, from OMol25.

Summary:
Frontier orbital gap, eV: 9.006

Geometry as ORCA input:
```
! wB97M-V def2-TZVPD RIJCOSX def2/J DEFGRID3
* xyz 0 1
C 0.02 -4.13 -0.97
C 1.13 -3.41 -0.65
C 1.39 -2.96 0.77
O 2.65 -2.83 1.06
C 3.19 -1.81 0.52
C 2.46 -0.71 0.03
C 3.11 0.41 -0.20
C 4.51 0.72 -0.14
C 5.13 -0.29 0.58
C 4.55 -1.51 1.01
H 4.94 -2.06 1.58
H 6.12 -0.11 0.84
H 5.08 1.41 -0.41
C 2.50 1.66 -1.14
O 2.51 1.55 -2.52
N 1.71 2.46 -0.34
C 1.62 2.30 1.01
H 2.31 1.77 1.50
C 0.28 2.06 1.22
H -0.01 2.01 2.48
C -0.92 2.82 0.50
C -0.70 2.99 -0.76
C 0.85 3.49 -1.10
H 1.03 3.40 -2.04
H 0.98 4.56 -1.02
H -1.20 3.59 -1.41
H -0.68 1.72 -1.37
C -2.27 2.50 0.85
C -2.64 0.84 0.66
C -4.01 0.52 0.62
O -4.90 1.47 0.74
N -4.37 -0.76 0.14
C -3.39 -1.74 -0.03
C -3.88 -2.99 -1.00
C -2.88 -1.93 -1.44
H -1.78 -1.98 -1.52
H -3.15 -1.12 -2.33
H -3.54 -3.86 -0.50
H -4.88 -2.76 -1.37
H -2.88 -1.93 0.87
H -5.25 -1.04 0.41
H -2.31 0.70 -0.20
H -2.17 0.18 1.31
H -3.05 2.81 0.33
H -2.63 2.56 1.86
H -0.63 3.78 0.98
H 0.18 0.82 0.98
H 1.84 3.34 1.38
H 1.51 -0.63 -0.44
H 0.49 -2.12 1.14
H 0.99 -3.84 1.39
H 1.72 -2.96 -1.40
H -0.56 -4.49 -0.46
H -0.12 -4.44 -2.00
*
```

---

#x
The following is a quantum chemistry calculation of an isolated molecule of C21H28N2O3, from OMol25.

Summary:
SMILES: COCc1ccc(C(=O)N2CCC[C@@H](Nc3ccc(C(C)C)cc3)C2)o1
Frontier orbital gap, eV: 8.389

Geometry as ORCA input:
```
! wB97M-V def2-TZVPD RIJCOSX def2/J DEFGRID3
* xyz 0 1
C 2.67 4.41 0.47
O 2.40 3.28 -0.32
C 1.07 2.83 -0.19
C 0.89 1.59 -1.00
C 1.78 0.79 -1.65
C 1.02 -0.25 -2.23
C -0.29 -0.01 -1.89
C -1.44 -0.83 -2.32
O -1.27 -1.67 -3.19
N -2.67 -0.62 -1.77
C -3.74 -1.51 -2.18
C -3.85 -2.69 -1.22
C -4.01 -2.20 0.22
C -2.93 -1.16 0.59
N -1.65 -1.81 0.71
C -0.52 -1.15 1.16
C 0.74 -1.66 0.81
C 1.90 -1.09 1.29
C 1.86 0.01 2.13
C 3.12 0.63 2.68
C 3.76 -0.32 3.71
C 4.12 0.97 1.58
C 0.62 0.51 2.48
C -0.56 -0.05 2.01
C -2.92 -0.04 -0.47
O -0.36 1.12 -1.14
H 2.51 4.19 1.54
H 3.71 4.66 0.30
H 2.03 5.26 0.19
H 0.84 2.61 0.87
H 0.36 3.60 -0.53
H 2.84 0.93 -1.69
H 1.37 -1.07 -2.82
H -3.51 -1.86 -3.19
H -4.67 -0.93 -2.19
H -4.71 -3.31 -1.49
H -2.96 -3.31 -1.32
H -3.95 -3.04 0.91
H -4.99 -1.73 0.34
H -3.19 -0.73 1.56
H -1.45 -2.45 -0.04
H 0.79 -2.51 0.15
H 2.84 -1.51 0.99
H 2.85 1.55 3.20
H 3.06 -0.54 4.51
H 4.65 0.13 4.14
H 4.04 -1.26 3.23
H 4.49 0.07 1.09
H 4.98 1.50 2.00
H 3.66 1.60 0.83
H 0.55 1.36 3.15
H -1.50 0.38 2.31
H -2.16 0.69 -0.22
H -3.89 0.46 -0.50
*
```

---

Which structure is the most stable? The one labeled #x.

---

#w
The following is a quantum chemistry calculation of a cluster of 5 separate species, C3H16NO4 in total, from OMol25.

Summary:
Frontier orbital gap, eV: 10.018

Geometry as ORCA input:
```
! wB97M-V def2-TZVPD RIJCOSX def2/J DEFGRID3
* xyz 1 1
C -2.15 1.00 0.24
C -1.21 0.42 -0.63
C -1.20 0.70 -1.97
N 0.00 -0.13 -0.08
H -2.45 1.94 -0.18
H -3.12 0.47 0.06
H -1.88 0.83 1.29
H -0.43 0.43 -2.54
H -1.91 1.40 -2.47
H 0.56 0.55 0.60
H 0.62 -0.36 -0.85
H -0.29 -0.90 0.43
H 1.51 -2.51 2.29
H 2.61 -1.45 2.36
O 2.06 -1.94 2.85
H -2.22 -2.16 0.12
H -1.95 -2.87 1.30
O -1.38 -2.39 0.59
H 2.11 1.36 1.82
H 2.43 1.91 0.36
O 1.81 1.47 0.83
H 1.91 1.47 -2.29
H 2.75 0.29 -2.12
O 1.83 0.45 -2.01
*
```

---

#x
The following is a quantum chemistry calculation of a cluster of 5 separate species, C3H16NO4 in total, from OMol25.

Summary:
Frontier orbital gap, eV: 11.189

Geometry as ORCA input:
```
! wB97M-V def2-TZVPD RIJCOSX def2/J DEFGRID3
* xyz 1 1
C 1.46 -1.83 -1.88
C 0.34 -1.34 -0.96
C -0.79 -2.05 -0.82
N 0.37 0.04 -0.69
H 2.13 -2.36 -1.34
H 0.80 -2.48 -2.43
H 1.90 -1.03 -2.61
H -1.58 -1.55 0.02
H -0.91 -3.01 -1.27
H -0.23 0.32 0.10
H 0.12 0.70 -1.41
H 1.24 0.32 -0.26
H 0.14 2.06 2.23
H -1.34 1.44 2.29
O -0.73 2.02 1.86
H -0.92 3.49 -0.82
H -1.53 2.22 -0.17
O -1.05 2.56 -0.78
H 3.14 0.19 1.75
H 4.01 0.38 0.52
O 3.09 0.54 0.91
H -3.50 0.54 2.07
H -3.16 -0.99 2.09
O -3.00 -0.20 1.60
*
```

---

#y
The following is a quantum chemistry calculation of a cluster of 5 separate species, C3H16NO4 in total, from OMol25.

Summary:
Frontier orbital gap, eV: 10.833

Geometry as ORCA input:
```
! wB97M-V def2-TZVPD RIJCOSX def2/J DEFGRID3
* xyz 1 1
C 1.60 0.61 0.75
C 0.13 0.78 1.02
C -0.42 1.95 1.33
N -0.67 -0.44 0.88
H 1.99 0.04 1.62
H 1.70 -0.07 -0.09
H 2.19 1.54 0.65
H -1.45 2.29 1.46
H 0.10 2.86 1.60
H -0.55 -0.64 -0.15
H -1.69 -0.38 0.91
H -0.25 -1.25 1.33
H -3.37 -0.62 2.81
H -3.34 0.81 2.17
O -3.23 -0.13 1.99
H -1.13 0.93 -2.30
H -0.64 -0.47 -2.73
O -0.75 0.11 -1.97
H 2.67 -2.54 1.26
H 1.74 -2.49 0.07
O 1.89 -2.07 0.93
H 1.25 -1.00 -4.74
H 1.22 0.48 -4.68
O 1.01 -0.29 -4.14
*
```

---

Which structure is the most stable? The one labeled #y.

---

#w
The following is a quantum chemistry calculation of an isolated molecule of C4H8, from OMol25.

Summary:
SMILES: C1CCC1
Frontier orbital gap, eV: 11.011

Geometry as ORCA input:
```
! wB97M-V def2-TZVPD RIJCOSX def2/J DEFGRID3
* xyz 0 1
C -0.39 0.44 0.92
C -0.49 -0.98 0.29
C 0.57 -0.53 -0.75
C 0.52 0.93 -0.24
H -1.12 1.04 0.43
H -0.39 0.67 1.99
H -1.50 -1.12 -0.11
H -0.25 -1.90 0.85
H 0.28 -0.62 -1.80
H 1.53 -1.01 -0.58
H -0.16 1.52 -0.93
H 1.39 1.56 -0.07
*
```

---

#x
The following is a quantum chemistry calculation of an isolated molecule of C4H8, from OMol25.

Summary:
SMILES: C=C(C)C
Frontier orbital gap, eV: 10.454

Geometry as ORCA input:
```
! wB97M-V def2-TZVPD RIJCOSX def2/J DEFGRID3
* xyz 0 1
C 0.87 -0.88 -0.94
C 0.11 -0.16 -0.13
C -0.45 -0.63 1.18
C -0.23 1.27 -0.46
H 1.31 -0.44 -1.83
H 1.11 -1.93 -0.78
H 0.04 -0.12 2.00
H -0.33 -1.70 1.36
H -1.51 -0.40 1.27
H -1.24 1.41 -0.86
H 0.44 1.67 -1.22
H -0.12 1.90 0.42
*
```

---

#y
The following is a quantum chemistry calculation of an isolated molecule of C4H8, from OMol25.

Summary:
Frontier orbital gap, eV: 9.191

Geometry as ORCA input:
```
! wB97M-V def2-TZVPD RIJCOSX def2/J DEFGRID3
* xyz 0 1
C -0.45 1.22 0.87
C 0.73 0.35 0.60
C 0.74 -0.09 -0.81
C -0.09 -1.32 -0.32
H -0.87 1.13 1.88
H -1.27 1.26 0.13
H 0.06 2.20 0.84
H 0.10 -1.38 0.77
H 1.72 -0.41 -1.19
H 0.20 0.51 -1.55
H 0.28 -2.27 -0.73
H -1.16 -1.20 -0.48
*
```

---

Which structure is the most stable? The one labeled #x.

---

#w
The following is a quantum chemistry calculation of a cluster of 2 separate species, C4H8 in total, from OMol25.

Summary:
SMILES: C=C.C=C
Frontier orbital gap, eV: 11.169

Geometry as ORCA input:
```
! wB97M-V def2-TZVPD RIJCOSX def2/J DEFGRID3
* xyz 0 1
C -2.06 -0.87 1.24
C -0.81 -1.22 1.45
H -2.75 -1.43 0.63
H -2.54 -0.07 1.80
H -0.30 -1.91 0.77
H -0.13 -0.98 2.25
C 1.26 1.45 -1.91
C 1.66 0.76 -0.84
H 1.44 1.03 -2.88
H 0.73 2.37 -1.74
H 1.92 -0.29 -0.93
H 1.57 1.17 0.16
*
```

---

#x
The following is a quantum chemistry calculation of a structure of composition C4H8, from OMol25.

Summary:
Frontier orbital gap, eV: 7.111

Geometry as ORCA input:
```
! wB97M-V def2-TZVPD RIJCOSX def2/J DEFGRID3
* xyz 0 1
C -0.59 -1.36 0.24
C -0.33 0.62 0.56
C 0.59 1.36 -0.26
C 0.35 -0.63 -0.55
H -1.62 -1.47 -0.09
H -0.29 -1.83 1.16
H -1.39 0.82 0.42
H -0.06 0.47 1.60
H 0.24 1.84 -1.16
H 1.62 1.48 0.05
H 0.11 -0.48 -1.60
H 1.40 -0.83 -0.38
*
```

---

Which structure is the most stable? The one labeled #w.

---

#w
The following is a quantum chemistry calculation of an isolated molecule of C17H20N2O3S2, from OMol25.

Summary:
SMILES: CSc1ccccc1NC(=O)CN(c1cccc(C)c1)S(C)(=O)=O
Frontier orbital gap, eV: 9.214

Geometry as ORCA input:
```
! wB97M-V def2-TZVPD RIJCOSX def2/J DEFGRID3
* xyz 0 1
C 0.06 -0.62 -2.43
S -1.65 -0.19 -1.99
C -1.46 1.59 -1.83
C -1.71 2.41 -2.91
C -1.53 3.77 -2.80
C -1.12 4.31 -1.59
C -0.88 3.50 -0.50
C -1.05 2.12 -0.60
N -0.85 1.24 0.45
C -0.18 1.44 1.60
O 0.20 2.52 2.03
C 0.07 0.16 2.41
N 0.93 -0.80 1.75
C 0.39 -1.95 1.12
C 1.25 -3.00 0.82
C 0.76 -4.13 0.19
C -0.58 -4.25 -0.13
C -1.45 -3.23 0.20
C -2.91 -3.31 -0.13
C -0.96 -2.09 0.83
S 2.28 -0.05 1.02
C 2.94 0.99 2.34
O 3.26 -1.04 0.71
O 1.82 0.77 -0.07
H 0.14 -1.70 -2.34
H 0.75 -0.13 -1.75
H 0.25 -0.31 -3.45
H -2.03 1.97 -3.84
H -1.72 4.41 -3.65
H -0.98 5.38 -1.50
H -0.56 3.92 0.44
H -1.03 0.28 0.17
H -0.88 -0.31 2.66
H 0.54 0.46 3.35
H 2.29 -2.92 1.06
H 1.44 -4.94 -0.04
H -0.94 -5.13 -0.63
H -3.16 -4.28 -0.55
H -3.17 -2.54 -0.87
H -3.52 -3.14 0.75
H -1.69 -1.33 1.08
H 2.30 1.85 2.48
H 3.92 1.30 1.99
H 3.03 0.38 3.23
*
```

---

#x
The following is a quantum chemistry calculation of a structure of composition C17H20N2O3S2, from OMol25.

Summary:
Frontier orbital gap, eV: 8.403

Geometry as ORCA input:
```
! wB97M-V def2-TZVPD RIJCOSX def2/J DEFGRID3
* xyz 0 1
C -0.80 -0.96 2.86
C -0.67 0.13 1.83
C -0.98 1.39 1.97
C -1.43 2.20 2.95
C -1.13 2.02 4.12
C -1.43 2.65 5.23
C -2.19 3.70 4.99
C -2.89 3.91 3.72
C -2.36 3.15 2.65
H -2.59 3.49 1.70
H -3.46 4.56 3.65
H -2.87 4.08 5.83
H -1.27 2.54 6.19
H -0.28 1.02 4.51
S -0.67 2.20 0.25
C 0.14 0.72 -0.44
C -0.05 -0.17 0.41
H 0.21 -1.32 0.16
C 0.23 0.72 -1.73
O -0.25 1.28 -2.61
N 1.40 0.07 -2.30
C 2.59 -0.70 -1.36
H 2.29 -0.39 -0.25
H 3.60 -0.28 -1.62
C 2.08 -2.24 -1.57
N 1.73 -2.37 -2.80
S 0.33 -3.01 -3.05
O 0.19 -3.92 -4.14
O 0.34 -3.99 -1.81
C -0.98 -1.91 -2.88
H -1.16 -1.60 -1.87
H -2.05 -2.53 -3.19
H -0.89 -1.22 -3.62
C 2.14 -1.43 -4.04
H 3.24 -1.58 -4.17
C 1.76 -0.19 -3.48
H 0.73 0.29 -4.23
H 2.86 0.60 -3.79
H 1.63 -1.93 -4.82
H 3.44 -2.70 -1.50
H 1.84 -2.46 -0.77
H -1.40 -0.79 3.48
H 0.10 -1.17 3.29
H -1.08 -1.84 2.23
*
```

---

Which structure is the most stable? The one labeled #w.

---

#w
The following is a quantum chemistry calculation of an isolated molecule of C13H17ClN2O, from OMol25.

Summary:
SMILES: C[C@H]1CCCCN1C(=O)Nc1cccc(Cl)c1
Frontier orbital gap, eV: 8.973

Geometry as ORCA input:
```
! wB97M-V def2-TZVPD RIJCOSX def2/J DEFGRID3
* xyz 0 1
C -2.09 -1.25 1.35
C -1.71 -0.66 -0.01
C -2.93 -0.50 -0.94
C -3.82 0.67 -0.55
C -2.98 1.94 -0.51
C -1.84 1.75 0.48
N -1.01 0.60 0.13
C 0.35 0.79 0.16
O 0.83 1.90 0.26
N 1.12 -0.35 0.06
C 2.50 -0.45 -0.03
C 3.04 -1.73 -0.18
C 4.41 -1.90 -0.28
C 5.27 -0.81 -0.22
C 4.72 0.45 -0.07
Cl 5.77 1.82 0.01
C 3.35 0.65 0.02
H -2.83 -0.63 1.85
H -2.50 -2.25 1.23
H -1.21 -1.30 1.99
H -1.05 -1.38 -0.52
H -3.49 -1.43 -0.94
H -2.56 -0.33 -1.96
H -4.63 0.77 -1.28
H -4.27 0.50 0.42
H -3.58 2.79 -0.21
H -2.57 2.14 -1.51
H -1.18 2.62 0.48
H -2.24 1.61 1.49
H 0.65 -1.24 0.06
H 2.39 -2.59 -0.22
H 4.82 -2.89 -0.39
H 6.33 -0.94 -0.29
H 2.94 1.64 0.14
*
```

---

#x
The following is a quantum chemistry calculation of a structure of composition C13H17ClN2O, from OMol25.

Summary:
Frontier orbital gap, eV: 9.115

Geometry as ORCA input:
```
! wB97M-V def2-TZVPD RIJCOSX def2/J DEFGRID3
* xyz 0 1
O -0.99 -2.19 0.15
C -0.95 -1.04 -0.29
N -2.13 -0.37 -0.71
C -2.41 0.88 -1.12
H -3.32 0.77 -1.89
C -2.70 1.77 0.15
C -4.19 1.88 0.72
C -5.00 0.78 0.29
H -5.91 0.92 0.95
H -5.31 0.64 -0.62
C -4.36 -0.37 0.80
H -3.75 -0.34 1.54
H -5.05 -1.47 0.95
C -3.49 -1.10 -0.34
H -3.22 -2.22 -0.24
H -4.20 -1.26 -1.15
H -4.06 2.15 1.66
H -4.61 2.76 0.07
H -1.94 1.58 0.86
H -2.29 2.89 -0.03
H -1.67 1.21 -1.81
N -0.13 -0.09 -0.18
C 1.32 -0.39 -0.07
C 1.72 -1.75 0.28
C 3.13 -1.85 0.06
C 4.13 -0.96 0.27
C 3.59 0.12 0.05
C 2.28 0.71 -0.18
H 1.82 1.53 -0.21
Cl 4.73 1.58 0.09
H 5.11 -1.05 0.39
H 3.45 -3.05 0.35
H 1.11 -2.57 0.15
H -0.20 0.67 -0.52
*
```

---

Which structure is the most stable? The one labeled #w.

---

#w
The following is a quantum chemistry calculation of the ion C3H5NO2S with charge -2, from OMol25.

Summary:
SMILES: O=C([O-])NCC[S-]
Frontier orbital gap, eV: 5.809

Geometry as ORCA input:
```
! wB97M-V def2-TZVPD RIJCOSX def2/J DEFGRID3
* xyz -2 1
O -2.12 -0.32 -1.60
C -0.91 -0.30 -1.94
O -0.40 -0.24 -3.10
N 0.06 -0.28 -0.86
C -0.21 0.34 0.44
C 0.82 -0.11 1.49
S 0.62 0.64 3.13
H 1.00 -0.12 -1.17
H -1.24 0.11 0.72
H -0.12 1.44 0.38
H 1.78 0.02 1.01
H 0.71 -1.20 1.52
*
```

---

#x
The following is a quantum chemistry calculation of the ion C3H5NO2S with charge -2, from OMol25.

Summary:
SMILES: N[C@@H](C[S-])C(=O)[O-]
Frontier orbital gap, eV: 5.364

Geometry as ORCA input:
```
! wB97M-V def2-TZVPD RIJCOSX def2/J DEFGRID3
* xyz -2 1
N 1.37 0.43 0.59
C 0.20 -0.35 0.25
C -1.20 0.26 0.41
S -1.97 0.38 1.99
C 0.54 -0.76 -1.44
O 0.64 -1.97 -1.73
O 0.47 0.32 -2.06
H 1.17 0.83 1.49
H 1.49 1.19 -0.09
H 0.35 -1.29 0.84
H -1.17 1.26 0.03
H -1.90 -0.30 -0.28
*
```

---

Which structure is the most stable? The one labeled #w.

---

#w
The following is a quantum chemistry calculation of a cluster of 2 separate species, CH4BrP in total, from OMol25.

Summary:
Frontier orbital gap, eV: 8.551

Geometry as ORCA input:
```
! wB97M-V def2-TZVPD RIJCOSX def2/J DEFGRID3
* xyz 0 1
C 1.01 -0.41 -0.31
P -1.03 1.17 -0.08
Br -2.58 -0.36 0.02
H 0.69 -1.05 -1.12
H 0.97 -0.86 0.67
H 1.81 0.26 -0.49
H -0.87 1.26 1.31
*
```

---

#x
The following is a quantum chemistry calculation of a cluster of 2 separate species, CH4BrP in total, from OMol25.

Summary:
Frontier orbital gap (spin up / spin down), eV: 8.300 / 9.002

Geometry as ORCA input:
```
! wB97M-V def2-TZVPD RIJCOSX def2/J DEFGRID3
* xyz 0 1
C -0.53 0.27 -0.77
P 0.54 -0.86 0.03
Br 2.21 0.48 0.15
H -0.18 0.38 -1.75
H -0.41 1.27 -0.25
H -1.60 -0.15 -0.79
H -0.03 -1.40 3.39
*
```

---

Which structure is the most stable? The one labeled #w.

---

#w
The following is a quantum chemistry calculation of a cluster of 2 separate species, CHF2IO in total, from OMol25.

Summary:
Expectation value of S²: 2.0105
Frontier orbital gap (spin up / spin down), eV: 11.109 / 5.731

Geometry as ORCA input:
```
! wB97M-V def2-TZVPD RIJCOSX def2/J DEFGRID3
* xyz 0 3
C -0.26 -0.39 -0.38
O -1.37 -0.28 0.05
F 0.30 0.84 -0.78
F 0.70 -1.06 0.42
I 0.85 1.98 2.10
H -0.23 -1.10 -1.41
*
```

---

#x
The following is a quantum chemistry calculation of a cluster of 2 separate species, CHF2IO in total, from OMol25.

Summary:
Expectation value of S²: 2.0057
Frontier orbital gap (spin up / spin down), eV: 6.026 / 6.936

Geometry as ORCA input:
```
! wB97M-V def2-TZVPD RIJCOSX def2/J DEFGRID3
* xyz 0 3
C 0.52 -0.94 0.90
O 0.76 -1.54 1.88
F -1.16 1.11 -1.36
F -0.44 -1.25 0.07
I 1.71 0.61 0.12
H -1.39 2.01 -1.62
*
```

---

Which structure is the most stable? The one labeled #w.